1.
3 unconnected molecules or ions with the total composition C35H36ClN3O7P. Source: the Open Molecules 2025 dataset; level of theory: ωB97M-V/def2-TZVPD.

Values from the calculation:
Charge   -1
Largest force on an atom   2.33 eV/Å
Calculated total energy   -2847.64002 Ha
Relative energy (zero: lowest compared OMol25 entry of this formula, charge and spin)   0.0 kcal/mol
HOMO-LUMO gap   6.007 eV

Geometry (Å):
C 6.586 1.604 2.210
C 5.138 1.187 2.452
C 4.825 0.684 3.707
C 3.539 0.259 3.953
C 2.582 0.339 2.959
C 2.856 0.870 1.721
C 1.863 0.995 0.582
C 0.466 1.537 0.993
Cl 0.841 3.273 1.461
O -0.166 0.834 1.979
P -0.936 -0.639 1.331
C -1.761 -2.266 0.831
C -0.814 -3.278 0.171
O 0.279 -3.660 0.988
C -2.493 -0.029 2.256
C -2.383 0.093 3.635
C -3.472 0.567 4.340
C -4.639 0.911 3.692
C -4.754 0.751 2.333
C -3.668 0.276 1.609
O -1.270 0.229 -0.151
C -0.542 1.447 -0.229
C -1.449 2.662 -0.454
C -1.445 3.249 -1.694
C -2.327 4.330 -1.840
C -3.083 4.678 -0.749
N -3.066 4.136 0.463
C -2.231 3.110 0.606
C 4.164 1.292 1.495
H 6.781 1.572 1.130
H 6.847 2.566 2.658
H 7.217 0.817 2.646
H 5.568 0.605 4.499
H 3.268 -0.160 4.920
H 1.591 -0.039 3.195
H 2.277 1.747 -0.106
H 1.795 0.064 0.009
H -0.402 -1.335 2.499
H 0.250 -1.085 0.630
H -2.162 -2.749 1.736
H -2.623 -2.109 0.170
H -0.511 -2.885 -0.816
H -1.394 -4.197 -0.010
H 0.566 -2.909 1.521
H -1.456 -0.181 4.132
H -3.376 0.669 5.422
H -5.475 1.311 4.265
H -5.676 1.019 1.818
H -3.734 0.161 0.529
H 0.011 1.323 -1.178
H -0.810 2.902 -2.503
H -2.429 4.851 -2.788
H -3.788 5.505 -0.894
H -2.175 2.590 1.560
H 4.462 1.710 0.524
C -6.302 -2.046 -4.400
C -7.052 -1.502 -3.367
C -6.739 -1.800 -2.050
C -5.672 -2.640 -1.785
C -4.920 -3.195 -2.804
C -5.239 -2.895 -4.119
N -5.321 -2.939 -0.389
O -6.011 -2.448 0.482
O -4.359 -3.651 -0.195
H -6.545 -1.807 -5.428
H -7.880 -0.841 -3.587
H -7.323 -1.375 -1.246
H -4.090 -3.853 -2.587
H -4.657 -3.320 -4.926
C 7.478 -1.740 -3.010
C 7.606 -0.656 -2.152
C 6.574 0.261 -2.033
C 5.421 0.076 -2.775
C 5.281 -0.995 -3.638
C 6.318 -1.907 -3.755
N 4.316 1.034 -2.630
O 4.481 1.971 -1.876
O 3.303 0.827 -3.268
H 8.283 -2.459 -3.097
H 8.511 -0.527 -1.572
H 6.676 1.103 -1.364
H 4.378 -1.128 -4.216
H 6.220 -2.751 -4.425

---

2.
A molecular structure, C35H36GeMnN3O4Se. Source: the Open Molecules 2025 dataset; level of theory: ωB97M-V/def2-TZVPD.

Values from the calculation:
Charge   -1
Largest force on an atom   6.49 eV/Å
Calculated total energy   -7449.76533 Ha
Multiplicity   4
Relative energy (zero: lowest compared OMol25 entry of this formula, charge and spin)   0.0 kcal/mol
HOMO-LUMO gap (alpha / beta)   6.360 / 6.895 eV

Geometry (Å):
Mn 0.131 -1.291 0.568
C 3.082 -2.946 0.416
N 2.616 -1.566 0.718
C 3.193 -0.526 -0.172
C 2.801 -1.312 2.131
C 4.015 -0.875 2.638
C 4.150 -0.500 3.981
C 3.021 -0.573 4.824
C 1.764 -0.915 4.320
C 1.639 -1.366 2.982
N 0.404 -1.637 2.419
C -0.515 -2.419 3.061
C -0.256 -3.244 4.196
C -1.222 -4.134 4.684
C -2.511 -4.130 4.142
C -2.817 -3.276 3.094
C -1.862 -2.433 2.556
N -2.162 -1.673 1.336
C -2.758 -0.354 1.702
C -3.028 -2.346 0.324
H 4.108 -3.068 0.806
H 2.991 -3.192 -0.647
H 2.410 -3.620 0.955
H 4.277 -0.598 -0.226
H 2.894 0.490 0.185
H 2.740 -0.659 -1.167
H 4.867 -0.794 1.944
H 5.104 -0.090 4.392
H 3.110 -0.309 5.875
H 0.854 -0.812 4.901
H 0.747 -3.242 4.642
H -0.988 -4.816 5.467
H -3.247 -4.804 4.546
H -3.804 -3.274 2.646
H -3.766 -0.477 2.130
H -2.841 0.309 0.830
H -2.101 0.154 2.458
H -4.083 -2.245 0.603
H -2.707 -3.393 0.211
H -2.848 -1.845 -0.657
C 0.085 0.687 0.367
Ge -0.224 1.694 -1.323
C 0.924 1.206 -2.880
C 0.662 0.159 -3.789
C 1.515 -0.019 -4.882
C 2.623 0.805 -5.088
C 2.871 1.845 -4.183
C 2.073 2.015 -3.077
C 0.038 3.656 -1.230
C -0.481 4.521 -2.191
C -0.224 5.881 -2.064
C 0.547 6.422 -1.002
C 0.985 5.525 -0.013
C 0.736 4.164 -0.143
C -2.181 1.533 -1.961
C -3.023 2.545 -1.487
C -4.399 2.470 -1.786
C -4.903 1.327 -2.441
C -4.027 0.363 -2.957
C -2.674 0.479 -2.678
H 0.116 1.405 1.181
H -0.136 -0.550 -3.633
H 1.361 -0.888 -5.520
H 3.221 0.694 -5.981
H 3.681 2.533 -4.374
H 2.299 2.776 -2.322
H -1.056 4.157 -3.020
H -0.608 6.531 -2.854
H 0.750 7.500 -0.975
H 1.517 5.880 0.850
H 0.954 3.484 0.671
H -2.634 3.370 -0.869
H -5.058 3.293 -1.473
H -5.973 1.241 -2.644
H -4.407 -0.428 -3.584
H -1.970 -0.328 -2.972
O 1.387 -3.123 -2.406
Se -0.063 -2.978 -1.724
O 0.142 -3.173 0.075
O -0.334 -1.262 -1.372
O -1.511 -3.611 -2.062

---

3.
A molecular structure, C35H37AsCuN3O2PS7. Source: the Open Molecules 2025 dataset; level of theory: ωB97M-V/def2-TZVPD.

Values from the calculation:
Charge   -1
Largest force on an atom   0.68 eV/Å
Calculated total energy   -8675.74128 Ha
Relative energy (zero: lowest compared OMol25 entry of this formula, charge and spin)   7.7 kcal/mol
HOMO-LUMO gap   6.854 eV

Geometry (Å):
Cu 0.155 -1.179 0.089
C 3.989 -1.705 0.124
As 2.202 -2.232 -0.423
C 2.357 -4.151 -0.175
C 2.404 -2.094 -2.390
C 3.634 -2.725 -2.969
C 4.789 -1.974 -3.186
C 5.926 -2.551 -3.735
C 5.931 -3.897 -4.077
C 4.789 -4.658 -3.863
C 3.654 -4.077 -3.313
H 4.718 -2.380 -0.321
H 4.034 -1.760 1.210
H 4.192 -0.683 -0.194
H 3.242 -4.537 -0.677
H 1.464 -4.642 -0.559
H 2.422 -4.331 0.897
H 2.383 -1.026 -2.606
H 1.495 -2.524 -2.810
H 4.790 -0.921 -2.925
H 6.809 -1.946 -3.903
H 6.814 -4.347 -4.514
H 4.779 -5.708 -4.132
H 2.762 -4.675 -3.158
N -5.541 4.529 -0.885
C -5.003 3.362 -1.433
C -5.773 2.205 -1.539
C -5.247 1.057 -2.114
C -3.943 1.058 -2.589
C -3.173 2.213 -2.503
C -3.697 3.355 -1.930
S -3.237 -0.402 -3.297
O -4.333 -1.326 -3.488
O -2.479 0.026 -4.442
N -2.197 -0.899 -2.198
C -2.561 -1.595 -1.117
S -4.161 -2.241 -0.724
C -3.567 -2.820 0.797
C -2.260 -2.539 0.915
N -1.692 -1.848 -0.144
H -6.332 4.400 -0.278
H -4.871 5.189 -0.529
H -6.789 2.205 -1.157
H -5.837 0.154 -2.199
H -2.162 2.205 -2.895
H -3.093 4.255 -1.858
H -4.200 -3.352 1.489
H -1.625 -2.796 1.756
C -2.184 0.185 3.951
S -0.461 0.574 4.369
C 0.022 -0.972 5.029
C 0.752 -1.911 4.372
S 1.378 -1.876 2.773
S 1.019 -3.365 5.331
C 0.165 -2.933 6.765
S 0.016 -3.916 8.086
S -0.490 -1.351 6.662
H -2.674 1.123 3.696
H -2.683 -0.266 4.807
H -2.219 -0.489 3.096
C 0.418 1.450 -1.557
P 0.366 1.122 0.260
C 1.840 2.054 0.794
C 2.147 3.332 0.329
C 3.343 3.937 0.686
C 4.243 3.271 1.512
C 3.935 2.010 1.998
C 2.733 1.403 1.644
C -1.057 2.138 0.799
C -2.332 1.697 0.435
C -3.465 2.363 0.876
C -3.341 3.477 1.698
C -2.080 3.914 2.081
C -0.943 3.242 1.643
H -0.391 0.913 -2.052
H 1.365 1.056 -1.925
H 0.368 2.515 -1.790
H 1.448 3.860 -0.310
H 3.578 4.928 0.316
H 5.182 3.742 1.778
H 4.626 1.495 2.655
H 2.463 0.428 2.041
H -2.436 0.826 -0.206
H -4.445 2.004 0.582
H -4.224 4.000 2.046
H -1.977 4.767 2.741
H 0.034 3.584 1.960

---

4.
A molecular structure, C35H37AsCuN3O2PS7. Source: the Open Molecules 2025 dataset; level of theory: ωB97M-V/def2-TZVPD.

Values from the calculation:
Charge   -1
Largest force on an atom   0.18 eV/Å
Calculated total energy   -8675.75352 Ha
Relative energy (zero: lowest compared OMol25 entry of this formula, charge and spin)   0.0 kcal/mol
HOMO-LUMO gap   6.927 eV

Geometry (Å):
Cu 0.172 1.322 0.436
C -2.596 -2.199 -2.272
As -1.419 -1.029 -1.210
C -0.270 -0.524 -2.718
C -0.235 -2.407 -0.390
C 0.127 -3.567 -1.250
C -0.655 -4.722 -1.272
C -0.336 -5.789 -2.098
C 0.777 -5.725 -2.927
C 1.568 -4.585 -2.913
C 1.246 -3.522 -2.083
H -2.029 -2.907 -2.877
H -3.190 -1.552 -2.918
H -3.274 -2.745 -1.614
H 0.056 -1.391 -3.294
H 0.593 0.022 -2.338
H -0.833 0.155 -3.360
H -0.730 -2.715 0.532
H 0.652 -1.848 -0.089
H -1.524 -4.781 -0.627
H -0.958 -6.676 -2.094
H 1.027 -6.558 -3.572
H 2.443 -4.525 -3.548
H 1.877 -2.640 -2.065
N -6.277 -1.862 -1.808
C -5.743 -0.622 -1.433
C -5.770 0.459 -2.309
C -5.262 1.691 -1.920
C -4.721 1.849 -0.657
C -4.694 0.776 0.228
C -5.212 -0.445 -0.153
S -3.985 3.383 -0.164
O -4.269 4.333 -1.224
O -4.469 3.680 1.159
N -2.449 3.011 -0.056
C -1.629 3.120 -1.088
S -1.876 4.080 -2.550
C -0.307 3.617 -3.115
C 0.283 2.806 -2.219
N -0.444 2.509 -1.091
H -6.275 -2.026 -2.803
H -5.880 -2.644 -1.310
H -6.192 0.335 -3.301
H -5.272 2.536 -2.597
H -4.250 0.905 1.207
H -5.195 -1.280 0.538
H 0.084 3.947 -4.063
H 1.253 2.349 -2.345
C -1.285 3.779 2.808
S 0.426 3.290 2.469
C 0.578 1.991 3.634
C -0.023 0.783 3.506
S -0.912 0.183 2.155
S 0.183 -0.262 4.900
C 1.168 0.775 5.873
S 1.749 0.351 7.361
S 1.447 2.292 5.121
H -1.524 4.585 2.117
H -1.370 4.130 3.835
H -1.955 2.948 2.606
C 3.340 0.819 -1.319
P 2.400 0.709 0.255
C 3.409 1.844 1.277
C 4.210 1.440 2.340
C 4.920 2.377 3.079
C 4.851 3.722 2.752
C 4.060 4.133 1.688
C 3.335 3.202 0.963
C 2.866 -0.946 0.857
C 2.377 -1.337 2.103
C 2.630 -2.606 2.596
C 3.356 -3.514 1.837
C 3.840 -3.140 0.593
C 3.605 -1.859 0.109
H 2.921 0.140 -2.064
H 4.397 0.598 -1.169
H 3.253 1.835 -1.700
H 4.273 0.393 2.608
H 5.521 2.050 3.918
H 5.400 4.452 3.334
H 3.982 5.184 1.440
H 2.679 3.537 0.167
H 1.781 -0.645 2.681
H 2.243 -2.884 3.568
H 3.538 -4.514 2.211
H 4.398 -3.847 -0.009
H 3.993 -1.588 -0.864

---

5.
A molecular structure, C35H37BaN6O10S2. Source: the Open Molecules 2025 dataset; level of theory: ωB97M-V/def2-TZVPD.

Values from the calculation:
Charge   -1
Largest force on an atom   4.25 eV/Å
Calculated total energy   -3258.89861 Ha
Relative energy (zero: lowest compared OMol25 entry of this formula, charge and spin)   0.0 kcal/mol
HOMO-LUMO gap   6.040 eV

Geometry (Å):
Ba 15.320 15.473 7.881
O 19.314 18.416 5.390
C 18.739 17.785 6.435
O 18.880 16.595 6.724
C 18.001 18.782 7.203
C 17.909 20.113 6.696
C 17.419 21.076 7.535
C 16.825 20.647 8.699
C 16.800 19.280 9.014
N 17.485 18.383 8.338
C 16.270 18.760 10.306
O 15.063 19.032 10.763
O 17.067 18.083 10.928
H 20.015 17.823 5.028
H 18.316 20.320 5.725
H 17.439 22.131 7.244
H 16.377 21.332 9.427
H 14.384 19.278 10.082
C 13.346 7.150 10.942
C 13.446 8.668 10.886
C 12.348 9.481 11.276
C 12.395 10.867 11.224
C 13.519 11.450 10.698
C 14.629 10.710 10.260
C 14.583 9.324 10.312
S 13.505 13.177 10.430
O 12.601 13.719 11.407
O 13.263 13.424 8.981
N 15.000 13.805 10.579
C 15.590 14.069 11.795
C 15.100 13.726 13.067
C 15.945 13.766 14.169
C 17.258 14.243 14.099
C 17.752 14.850 12.924
C 19.039 15.460 12.726
C 19.399 15.895 11.479
C 18.502 15.743 10.398
N 17.354 15.069 10.538
C 16.919 14.688 11.737
H 12.339 6.864 11.267
H 14.077 6.676 11.618
H 13.483 6.677 9.936
H 11.478 8.975 11.697
H 11.615 11.478 11.677
H 15.578 11.171 9.909
H 15.438 8.715 9.967
H 14.068 13.407 13.176
H 15.589 13.368 15.129
H 17.930 14.143 14.958
H 19.746 15.554 13.561
H 20.410 16.274 11.327
H 18.738 16.119 9.390
C 6.445 19.271 8.658
C 7.877 18.852 8.581
C 8.752 19.785 8.000
C 10.081 19.471 7.840
C 10.516 18.256 8.301
C 9.693 17.273 8.911
C 8.339 17.549 8.913
S 12.263 18.140 8.389
O 12.298 17.164 9.515
O 12.780 19.497 8.666
N 13.021 17.537 7.135
C 13.492 18.213 5.963
C 14.599 17.349 5.202
O 14.834 17.663 4.031
O 15.186 16.403 5.814
H 6.264 20.313 8.305
H 6.007 19.212 9.659
H 5.792 18.598 8.038
H 8.361 20.737 7.700
H 10.778 20.217 7.395
H 10.075 16.316 9.300
H 7.606 16.781 9.167
H 13.877 19.238 6.204
H 12.694 18.368 5.221
N 19.305 12.985 7.091
C 18.104 12.277 7.187
C 17.525 12.248 5.753
C 16.018 12.048 5.717
N 15.259 13.160 6.334
H 19.995 12.875 7.821
H 19.233 13.938 6.758
H 17.346 12.702 7.882
H 18.286 11.309 7.647
H 18.055 11.437 5.185
H 17.788 13.221 5.240
H 15.728 11.112 6.249
H 15.746 11.871 4.645
H 14.502 12.797 6.938
H 14.823 13.680 5.586

---

Copy entry 4 word for word.
A molecular structure, C35H37AsCuN3O2PS7. Source: the Open Molecules 2025 dataset; level of theory: ωB97M-V/def2-TZVPD.

Values from the calculation:
Charge   -1
Largest force on an atom   0.18 eV/Å
Calculated total energy   -8675.75352 Ha
Relative energy (zero: lowest compared OMol25 entry of this formula, charge and spin)   0.0 kcal/mol
HOMO-LUMO gap   6.927 eV

Geometry (Å):
Cu 0.172 1.322 0.436
C -2.596 -2.199 -2.272
As -1.419 -1.029 -1.210
C -0.270 -0.524 -2.718
C -0.235 -2.407 -0.390
C 0.127 -3.567 -1.250
C -0.655 -4.722 -1.272
C -0.336 -5.789 -2.098
C 0.777 -5.725 -2.927
C 1.568 -4.585 -2.913
C 1.246 -3.522 -2.083
H -2.029 -2.907 -2.877
H -3.190 -1.552 -2.918
H -3.274 -2.745 -1.614
H 0.056 -1.391 -3.294
H 0.593 0.022 -2.338
H -0.833 0.155 -3.360
H -0.730 -2.715 0.532
H 0.652 -1.848 -0.089
H -1.524 -4.781 -0.627
H -0.958 -6.676 -2.094
H 1.027 -6.558 -3.572
H 2.443 -4.525 -3.548
H 1.877 -2.640 -2.065
N -6.277 -1.862 -1.808
C -5.743 -0.622 -1.433
C -5.770 0.459 -2.309
C -5.262 1.691 -1.920
C -4.721 1.849 -0.657
C -4.694 0.776 0.228
C -5.212 -0.445 -0.153
S -3.985 3.383 -0.164
O -4.269 4.333 -1.224
O -4.469 3.680 1.159
N -2.449 3.011 -0.056
C -1.629 3.120 -1.088
S -1.876 4.080 -2.550
C -0.307 3.617 -3.115
C 0.283 2.806 -2.219
N -0.444 2.509 -1.091
H -6.275 -2.026 -2.803
H -5.880 -2.644 -1.310
H -6.192 0.335 -3.301
H -5.272 2.536 -2.597
H -4.250 0.905 1.207
H -5.195 -1.280 0.538
H 0.084 3.947 -4.063
H 1.253 2.349 -2.345
C -1.285 3.779 2.808
S 0.426 3.290 2.469
C 0.578 1.991 3.634
C -0.023 0.783 3.506
S -0.912 0.183 2.155
S 0.183 -0.262 4.900
C 1.168 0.775 5.873
S 1.749 0.351 7.361
S 1.447 2.292 5.121
H -1.524 4.585 2.117
H -1.370 4.130 3.835
H -1.955 2.948 2.606
C 3.340 0.819 -1.319
P 2.400 0.709 0.255
C 3.409 1.844 1.277
C 4.210 1.440 2.340
C 4.920 2.377 3.079
C 4.851 3.722 2.752
C 4.060 4.133 1.688
C 3.335 3.202 0.963
C 2.866 -0.946 0.857
C 2.377 -1.337 2.103
C 2.630 -2.606 2.596
C 3.356 -3.514 1.837
C 3.840 -3.140 0.593
C 3.605 -1.859 0.109
H 2.921 0.140 -2.064
H 4.397 0.598 -1.169
H 3.253 1.835 -1.700
H 4.273 0.393 2.608
H 5.521 2.050 3.918
H 5.400 4.452 3.334
H 3.982 5.184 1.440
H 2.679 3.537 0.167
H 1.781 -0.645 2.681
H 2.243 -2.884 3.568
H 3.538 -4.514 2.211
H 4.398 -3.847 -0.009
H 3.993 -1.588 -0.864

---

Look up the relative energy (zero: lowest compared OMol25 entry of this formula, charge and spin) of the fourth one.
0.0 kcal/mol